# 1
Formula: C29H39BN11OSSi2Zr
Source: the OMol25 dataset
Level of theory: the ωB97M-V functional and the def2-TZVPD basis

For the highest occupied orbital energy, the calculation gives -4.107 eV. As for the gap between HOMO and LUMO: 6.471 eV. The spin multiplicity is 1. As for the net charge: -1. Its total energy is -2855.4772 Eh.

Each line ends with the Löwdin charge.
Geometry (Å):
Zr 0.33 0.31 0.06  1.809
N -4.44 -0.18 -1.87  0.015
C -3.12 -0.60 -2.03  -0.990
S -2.92 -2.25 -2.42  0.465
N -2.28 0.39 -1.93  -0.050
N -0.89 0.19 -1.98  -0.092
C -0.37 0.60 -3.08  -0.115
C 1.04 0.79 -3.40  -0.168
C 1.36 0.86 -4.76  -0.060
C 2.66 1.01 -5.20  -0.105
C 3.68 1.11 -4.25  -0.095
C 3.39 1.07 -2.90  -0.021
C 2.07 0.92 -2.45  -0.339
O 1.83 0.91 -1.16  -0.249
H -5.06 -0.93 -1.62  0.040
H -4.53 0.67 -1.33  0.065
H -1.07 0.84 -3.88  0.137
H 0.56 0.77 -5.49  0.113
H 2.89 1.04 -6.26  0.092
H 4.71 1.22 -4.57  0.098
H 4.17 1.15 -2.16  0.117
C 2.74 2.37 2.75  -0.140
C 2.08 2.43 1.58  -0.232
N 0.75 2.17 1.28  -0.176
N -0.14 2.10 2.46  -0.200
C 2.16 1.77 4.01  -0.392
B -1.70 1.83 2.05  -0.572
N -2.09 0.36 1.92  -0.038
C -3.05 -0.28 2.62  -0.086
C -3.19 -1.55 2.10  -0.037
C -2.25 -1.62 1.06  -0.122
N -1.62 -0.46 0.95  -0.070
N -1.96 2.58 0.75  -0.029
C -2.87 3.54 0.49  -0.086
C -2.70 3.95 -0.81  -0.061
C -1.63 3.17 -1.28  -0.148
N -1.20 2.36 -0.34  -0.020
H 3.78 2.67 2.75  0.094
H 2.62 2.71 0.68  0.107
H 1.72 2.55 4.66  0.098
H -2.37 2.28 2.93  0.125
H -3.56 0.21 3.42  0.117
H -3.86 -2.33 2.43  0.092
H -2.02 -2.42 0.38  0.080
H -3.57 3.85 1.25  0.115
H -3.25 4.70 -1.34  0.085
H -1.18 3.15 -2.26  0.106
C 3.31 -2.54 -2.05  -0.171
Si 1.47 -2.71 -1.56  0.435
C 0.97 -4.49 -1.15  -0.170
C 0.64 -2.42 -3.22  -0.189
N 1.14 -1.69 -0.16  -0.203
C 1.94 -2.09 0.94  -0.310
C 2.92 -3.09 0.93  -0.099
C 3.67 -3.44 2.05  -0.120
C 3.45 -2.80 3.25  -0.129
C 2.49 -1.79 3.29  -0.079
C 1.75 -1.41 2.18  -0.307
N 0.86 -0.35 2.16  -0.143
Si 0.68 0.75 3.43  0.526
C -0.18 3.44 3.08  -0.051
C 3.26 1.10 4.84  -0.125
C -0.41 0.29 4.89  -0.127
H 3.76 -3.52 -2.26  0.029
H 3.91 -2.05 -1.29  0.026
H 3.38 -1.95 -2.96  0.013
H 1.37 -5.18 -1.90  0.027
H -0.12 -4.55 -1.22  0.027
H 1.27 -4.84 -0.17  0.017
H 0.81 -3.36 -3.76  0.041
H 1.13 -1.64 -3.80  0.007
H -0.43 -2.26 -3.19  -0.065
H 3.13 -3.64 0.03  0.055
H 4.42 -4.22 1.97  0.090
H 4.00 -3.06 4.14  0.089
H 2.29 -1.30 4.24  0.079
H 0.83 3.84 3.17  0.079
H -0.64 3.37 4.07  0.096
H -0.77 4.11 2.46  0.093
H 3.97 1.84 5.20  0.071
H 3.80 0.36 4.25  0.065
H 2.85 0.59 5.72  0.067
H -1.43 0.65 4.76  0.012
H -0.02 0.72 5.82  0.028
H -0.45 -0.79 5.01  0.038

***

# 2
Formula: C29H39CeCl2O2P3
Source: the OMol25 dataset
Level of theory: the ωB97M-V functional and the def2-TZVPD basis

For the highest occupied orbital energy (spin up / spin down), the calculation gives -13.162 / -13.162 eV. As for the gap between HOMO and LUMO (spin up / spin down): 6.105 / 6.109 eV. The spin multiplicity is 1. As for the net charge: +2. Its total energy is -3697.9314 Eh.

Each line ends with the Löwdin charge.
Geometry (Å):
P 1.25 1.53 -1.62  1.157
C 2.91 1.70 -2.38  -0.329
C 3.32 1.04 -3.56  -0.069
H 2.67 0.32 -4.05  0.110
C 4.56 1.31 -4.12  -0.058
H 4.85 0.83 -5.08  0.124
C 5.45 2.21 -3.54  -0.043
H 6.41 2.48 -4.02  0.126
C 5.07 2.82 -2.33  -0.059
H 5.72 3.53 -1.84  0.115
C 3.83 2.57 -1.77  -0.095
H 3.54 3.04 -0.84  0.107
C 0.55 0.20 -2.62  -0.361
C 0.82 -1.12 -2.23  -0.109
H 1.37 -1.26 -1.31  0.092
C 0.43 -2.21 -3.00  -0.070
H 0.71 -3.21 -2.66  0.112
C -0.27 -2.01 -4.20  -0.061
H -0.52 -2.88 -4.84  0.126
C -0.60 -0.71 -4.57  -0.060
H -1.14 -0.55 -5.53  0.127
C -0.20 0.38 -3.79  -0.068
H -0.49 1.38 -4.13  0.113
C 0.42 2.99 -2.40  -0.320
C 0.96 3.71 -3.49  -0.055
H 1.96 3.52 -3.87  0.111
C 0.20 4.72 -4.11  -0.049
H 0.60 5.25 -4.98  0.124
C -1.09 5.03 -3.66  -0.045
H -1.71 5.77 -4.18  0.125
C -1.58 4.35 -2.54  -0.069
H -2.56 4.57 -2.16  0.109
C -0.83 3.36 -1.93  -0.110
H -1.21 2.86 -1.04  0.087
Ce 0.27 0.49 3.96  0.361
C -1.48 -1.01 3.26  -0.226
C -2.12 -1.05 2.06  -0.357
H -2.23 -1.33 4.04  0.048
C -1.47 -0.48 0.81  -0.366
O -2.41 0.51 0.25  -0.081
H -2.05 0.88 -0.58  0.090
C -0.10 0.26 1.03  -0.109
H -1.25 -1.22 0.07  0.114
C 0.95 0.84 0.31  -0.168
Cl -0.58 0.27 6.39  0.100
Cl 2.88 1.11 4.01  0.030
P 1.34 -2.18 3.78  0.759
C 2.24 -2.65 5.36  -0.235
H 1.46 -2.78 6.14  0.054
H 2.94 -1.83 5.62  0.053
H 2.80 -3.60 5.22  0.067
C 0.50 -3.77 3.40  -0.255
H -0.06 -3.65 2.47  0.034
H -0.18 -4.02 4.24  0.059
H 1.24 -4.59 3.29  0.062
C 2.76 -2.27 2.56  -0.247
H 3.53 -1.53 2.85  0.035
H 2.36 -2.05 1.56  0.035
H 3.18 -3.29 2.58  0.060
P -3.77 -1.79 1.84  0.885
C -4.24 -2.72 3.28  -0.165
C -3.65 -2.90 0.44  -0.150
H -4.13 -2.09 4.16  0.063
H -3.61 -3.61 3.37  0.079
H -5.28 -3.05 3.21  0.086
H -3.20 -2.36 -0.40  0.064
H -4.65 -3.26 0.13  0.084
H -3.04 -3.76 0.74  0.072
C -4.98 -0.55 1.49  -0.159
H -5.24 -0.03 2.41  0.078
H -5.89 -0.99 1.08  0.076
H -4.56 0.14 0.77  0.051
H 2.05 1.21 0.61  0.082
O -1.53 2.26 3.53  -0.089
H -2.09 2.47 2.78  0.099
H -2.11 2.46 4.28  0.094

***

# 3
Formula: C29H39N8O4SSiW
Source: the OMol25 dataset
Level of theory: the ωB97M-V functional and the def2-TZVPD basis

For the highest occupied orbital energy (spin up / spin down), the calculation gives -2.912 / -3.067 eV. As for the gap between HOMO and LUMO (spin up / spin down): 5.317 / 5.464 eV. The spin multiplicity is 1. As for the net charge: -1. Its total energy is -2622.4476 Eh.

Each line ends with the Löwdin charge.
Geometry (Å):
W 0.51 -0.26 -0.12  1.714
C -1.58 1.70 -1.72  -0.118
N -0.32 1.85 -0.97  -0.129
C 0.81 2.29 -1.78  -0.120
C 1.58 0.96 -2.13  -0.562
N 0.64 -0.17 -2.29  -0.037
C 1.21 -0.91 -3.32  -0.223
C 1.02 -2.23 -3.72  -0.033
C 1.72 -2.72 -4.81  -0.129
C 2.61 -1.93 -5.52  -0.139
C 2.84 -0.61 -5.12  -0.058
C 2.15 -0.14 -4.04  -0.238
N 2.20 1.13 -3.45  0.118
C -2.31 0.56 -1.12  -0.184
N -1.62 -0.38 -0.37  -0.001
C -2.57 -0.99 0.41  -0.233
C -2.48 -2.09 1.27  -0.007
C -3.63 -2.53 1.91  -0.079
C -4.86 -1.92 1.71  -0.099
C -4.98 -0.81 0.86  -0.021
C -3.83 -0.37 0.23  -0.195
N -3.66 0.60 -0.73  0.169
H -1.31 1.49 -2.76  0.125
H -2.19 2.62 -1.69  0.131
H -0.49 2.39 -0.11  0.097
H 1.46 2.94 -1.20  0.109
H 0.48 2.80 -2.70  0.111
H 0.37 -2.89 -3.18  0.063
H 1.58 -3.75 -5.10  0.086
H 3.15 -2.34 -6.37  0.082
H 3.55 0.01 -5.65  0.099
H 3.08 1.61 -3.49  0.096
H -1.53 -2.57 1.46  0.107
H -3.57 -3.38 2.57  0.102
H -5.73 -2.29 2.23  0.094
H -5.93 -0.32 0.70  0.102
H -4.21 1.45 -0.76  0.160
O -1.31 1.73 1.48  -0.336
S -0.20 1.01 2.10  0.288
O -0.01 1.35 3.48  -0.281
O -0.36 -0.46 1.87  -0.447
O 1.01 1.29 1.22  -0.450
C -1.60 -2.99 -1.83  -0.052
C -0.43 -3.33 -0.95  -0.318
C -0.20 -4.64 -0.60  -0.072
C 0.77 -4.97 0.35  -0.063
C 1.46 -3.93 0.97  -0.041
C 1.24 -2.62 0.57  -0.424
N 0.32 -2.29 -0.42  -0.014
N 1.81 -1.48 1.04  -0.155
Si 2.24 -1.43 2.72  0.508
C 2.74 0.24 3.51  -0.175
C 3.87 -2.47 2.94  -0.180
C 0.93 -2.24 3.88  -0.160
H -1.73 -3.73 -2.62  0.084
H -1.48 -1.99 -2.26  0.062
H -2.52 -2.99 -1.23  0.077
H -0.80 -5.42 -1.06  0.103
H 0.95 -6.00 0.62  0.096
H 2.16 -4.13 1.76  0.085
H 2.31 1.07 2.96  -0.010
H 3.82 0.37 3.54  0.022
H 2.35 0.30 4.52  0.031
H 4.10 -3.11 2.10  0.008
H 3.80 -3.09 3.83  0.012
H 4.73 -1.81 3.09  0.008
H 0.07 -1.57 3.91  0.012
H 1.29 -2.37 4.90  0.022
H 0.58 -3.21 3.52  0.012
C 4.06 2.35 -1.01  -0.048
C 3.76 0.83 -0.92  -0.597
C 4.27 0.34 0.44  -0.065
C 4.60 0.07 -1.99  -0.042
N 2.34 0.53 -1.00  -0.085
H 5.14 2.52 -0.97  0.075
H 3.59 2.85 -0.17  0.080
H 3.69 2.79 -1.93  0.058
H 5.30 0.66 0.60  0.083
H 4.21 -0.74 0.48  0.069
H 3.64 0.75 1.22  0.044
H 5.63 -0.05 -1.65  0.071
H 4.63 0.57 -2.95  0.054
H 4.17 -0.92 -2.14  0.088

***

# 4
Formula: C29H39N8O4SSiW
Source: the OMol25 dataset
Level of theory: the ωB97M-V functional and the def2-TZVPD basis

For the highest occupied orbital energy, the calculation gives -2.621 eV. As for the gap between HOMO and LUMO: 4.843 eV. The spin multiplicity is 1. As for the net charge: -1. Its total energy is -2622.5421 Eh.

Each line ends with the Löwdin charge.
Geometry (Å):
W -0.02 -0.05 -0.55  1.487
C -1.07 2.98 -0.78  -0.122
N -0.30 2.07 -1.63  -0.149
C -0.78 1.98 -3.01  -0.117
C -1.85 0.93 -3.07  -0.345
N -2.80 0.79 -2.18  0.167
C -3.51 -0.32 -2.62  -0.237
C -4.66 -0.91 -2.10  -0.050
C -5.15 -2.03 -2.73  -0.115
C -4.51 -2.57 -3.86  -0.110
C -3.39 -1.98 -4.40  -0.013
C -2.91 -0.83 -3.77  -0.189
N -1.87 0.02 -4.07  0.170
C -0.73 2.67 0.63  -0.301
N -0.37 1.48 0.98  0.017
C -0.12 1.53 2.35  -0.193
C 0.32 0.53 3.21  -0.006
C 0.50 0.88 4.54  -0.078
C 0.23 2.18 5.00  -0.101
C -0.21 3.17 4.14  -0.030
C -0.37 2.82 2.81  -0.179
N -0.76 3.54 1.69  0.178
H -0.87 4.04 -1.03  0.121
H -2.13 2.77 -0.95  0.117
H 0.70 2.29 -1.60  0.078
H -1.15 2.95 -3.36  0.128
H 0.04 1.67 -3.64  0.106
H -5.15 -0.49 -1.22  0.101
H -6.04 -2.52 -2.34  0.092
H -4.91 -3.47 -4.31  0.091
H -2.89 -2.39 -5.27  0.110
H -0.97 -0.25 -4.51  0.110
H 0.54 -0.45 2.82  0.080
H 0.85 0.13 5.24  0.100
H 0.38 2.41 6.04  0.095
H -0.40 4.17 4.50  0.102
H -0.98 4.51 1.64  0.158
O 2.37 -1.71 -3.22  -0.330
S 1.26 -0.79 -3.13  0.309
O 0.76 -0.40 -4.47  -0.379
O 0.10 -1.37 -2.34  -0.480
O 1.58 0.43 -2.32  -0.452
C 2.38 4.31 -0.42  -0.038
C 2.85 3.11 0.35  -0.347
C 3.91 3.20 1.24  -0.075
C 4.29 2.04 1.90  -0.088
C 3.64 0.86 1.65  -0.047
C 2.57 0.82 0.72  -0.425
N 2.21 1.97 0.09  0.123
N 1.87 -0.30 0.44  -0.175
Si 2.62 -1.88 0.56  0.412
C 1.72 -3.23 -0.35  -0.169
C 2.71 -2.46 2.37  -0.175
C 4.35 -1.85 -0.15  -0.159
H 3.01 5.18 -0.23  0.068
H 1.36 4.57 -0.15  0.052
H 2.39 4.10 -1.50  0.081
H 4.41 4.15 1.40  0.089
H 5.10 2.06 2.62  0.098
H 3.91 -0.04 2.19  0.073
H 2.16 -4.19 -0.04  0.035
H 1.84 -3.12 -1.42  0.013
H 0.65 -3.25 -0.12  -0.010
H 1.75 -2.30 2.87  0.002
H 3.48 -1.96 2.96  0.011
H 2.91 -3.53 2.40  0.023
H 4.26 -1.61 -1.22  0.030
H 4.80 -2.85 -0.07  0.028
H 5.03 -1.13 0.31  0.016
C -2.36 -3.16 -0.18  -0.035
C -1.94 -2.12 0.87  -0.693
C -1.33 -2.82 2.09  -0.049
C -3.15 -1.29 1.30  -0.052
N -0.97 -1.23 0.29  -0.186
H -3.14 -3.80 0.22  0.080
H -1.51 -3.77 -0.47  0.077
H -2.73 -2.65 -1.07  0.065
H -1.99 -3.61 2.46  0.079
H -1.18 -2.10 2.90  0.065
H -0.36 -3.25 1.84  0.061
H -3.93 -1.93 1.73  0.079
H -3.55 -0.76 0.45  0.052
H -2.85 -0.55 2.05  0.072

***

# 5
Formula: C29H40AsBN6O2PdSSi2
Source: the OMol25 dataset
Level of theory: the ωB97M-V functional and the def2-TZVPD basis

For the highest occupied orbital energy (spin up / spin down), the calculation gives -4.781 / -8.030 eV. As for the gap between HOMO and LUMO (spin up / spin down): 4.611 / 6.356 eV. The spin multiplicity is 3. Its total energy is -4973.8852 Eh.

Each line ends with the Löwdin spin population.
Geometry (Å):
Pd 0.95 -0.84 0.57  0.019
N 5.13 0.67 0.17  0.024
C 3.86 1.09 0.18  0.030
N 3.05 0.07 0.31  0.036
C 3.89 -1.02 0.37  0.039
N 5.18 -0.67 0.29  0.116
C 3.39 -2.35 0.48  0.164
C 4.24 -3.45 0.66  -0.007
N 3.82 -4.68 0.73  0.174
C 2.48 -4.85 0.61  0.113
C 1.60 -3.81 0.45  0.070
N 2.02 -2.53 0.38  0.263
H 5.98 1.20 0.08  0.000
H 3.58 2.13 0.10  0.036
H 5.30 -3.27 0.74  -0.004
H 2.13 -5.87 0.65  0.006
H 0.54 -4.00 0.35  0.002
S -2.39 2.10 1.39  0.004
C -0.95 1.22 1.81  0.002
N -0.27 0.76 0.80  0.011
C -0.85 1.08 -0.40  0.004
C -0.36 0.70 -1.66  0.002
C -1.07 1.08 -2.77  0.000
C -2.26 1.80 -2.66  0.000
C -2.77 2.17 -1.42  0.000
C -2.04 1.82 -0.30  0.000
H -0.69 1.07 2.84  0.000
H 0.57 0.11 -1.71  0.001
H -0.71 0.82 -3.76  0.000
H -2.80 2.09 -3.55  0.000
H -3.71 2.70 -1.32  0.000
C 1.56 3.46 -2.77  0.001
Si 2.43 4.38 -1.34  0.076
C 1.98 6.24 -1.42  0.030
C 4.31 4.22 -1.72  0.002
As 1.46 3.49 0.61  0.662
Si 2.88 4.19 2.35  0.071
C 1.82 5.43 3.34  0.027
C 4.56 5.04 1.99  -0.002
C 3.28 2.68 3.45  0.010
H 1.89 3.78 -3.75  0.000
H 0.48 3.60 -2.72  0.000
H 1.74 2.39 -2.69  0.001
H 2.12 6.66 -2.41  0.003
H 2.58 6.81 -0.72  0.000
H 0.94 6.38 -1.14  0.004
H 4.56 4.82 -2.60  0.000
H 4.57 3.19 -1.95  0.000
H 4.93 4.56 -0.91  0.000
H 1.63 6.32 2.75  0.001
H 2.28 5.74 4.28  0.003
H 0.86 4.98 3.58  0.001
H 4.45 5.87 1.29  0.000
H 5.29 4.35 1.57  0.000
H 4.99 5.44 2.91  0.000
H 2.51 1.92 3.37  0.001
H 3.37 2.95 4.50  0.001
H 4.22 2.21 3.16  0.000
C -6.96 -4.59 -0.67  0.000
C -5.52 -5.05 -0.91  0.000
C -5.33 -6.47 -0.35  0.000
C -5.28 -5.14 -2.42  0.000
C -4.54 -4.14 -0.20  0.000
C -4.64 -3.97 1.18  0.000
C -3.72 -3.27 1.94  0.000
C -2.66 -2.71 1.26  0.000
O -1.56 -2.06 1.73  0.001
B -0.77 -1.79 0.63  0.001
O -1.40 -2.24 -0.53  -0.001
C -2.56 -2.83 -0.13  0.000
C -3.48 -3.53 -0.87  0.000
H -7.66 -5.24 -1.20  0.000
H -7.10 -3.57 -1.03  0.000
H -7.22 -4.61 0.38  0.000
H -5.92 -7.18 -0.92  0.000
H -5.64 -6.53 0.69  0.000
H -4.28 -6.76 -0.41  0.000
H -6.00 -5.82 -2.87  0.000
H -4.29 -5.53 -2.63  0.000
H -5.40 -4.17 -2.90  0.000
H -5.46 -4.43 1.72  0.000
H -3.81 -3.19 3.01  0.000
H -3.35 -3.62 -1.94  0.000

***

# 6
Formula: C29H40AsClCrN5O4S
Source: the OMol25 dataset
Level of theory: the ωB97M-V functional and the def2-TZVPD basis

For the highest occupied orbital energy (spin up / spin down), the calculation gives -14.438 / -14.387 eV. As for the gap between HOMO and LUMO (spin up / spin down): 7.590 / 8.160 eV. The spin multiplicity is 2. As for the net charge: +2. Its total energy is -5841.9573 Eh.

Each line ends with the Löwdin spin population.
Geometry (Å):
Cr -0.22 -0.18 0.22  1.029
C -3.72 1.09 -1.27  0.000
O -2.41 1.33 -0.72  0.000
H -4.01 1.91 -1.92  0.000
H -4.46 0.95 -0.48  0.000
H -3.67 0.17 -1.85  0.000
H -2.47 2.10 -0.15  0.000
O -3.81 -2.46 -0.74  0.002
S -3.51 -1.98 0.57  0.001
O -4.37 -1.01 1.17  0.000
N -1.94 -1.39 0.59  0.003
C -1.18 -2.08 1.41  0.003
O 0.03 -1.67 1.50  0.008
C -1.82 -3.20 2.11  0.000
C -1.29 -4.10 3.02  0.000
C -2.14 -5.09 3.51  0.000
C -3.47 -5.16 3.10  0.000
C -4.00 -4.26 2.19  0.000
C -3.15 -3.29 1.71  0.000
H -0.26 -4.04 3.34  0.000
H -1.77 -5.81 4.23  0.000
H -4.10 -5.94 3.50  0.000
H -5.03 -4.32 1.87  0.000
Cl -4.47 1.75 3.50  0.000
C -2.76 1.61 3.37  0.000
C -1.92 2.00 4.39  0.001
C -0.56 1.82 4.20  0.000
C -0.10 1.29 3.02  0.001
N -0.91 0.94 2.00  -0.005
C -2.23 1.07 2.21  0.000
H -2.32 2.42 5.31  0.000
H 0.14 2.08 4.98  0.000
H 0.96 1.12 2.90  0.000
H -2.89 0.71 1.44  0.000
C 3.22 1.93 -2.00  0.000
C 1.97 1.43 -2.70  -0.004
As 0.23 1.46 -1.78  -0.024
C -0.95 1.03 -3.30  -0.002
C -0.29 0.46 -4.55  0.000
C -0.10 3.38 -1.53  -0.007
C 0.37 4.23 -2.70  -0.002
H 4.02 2.03 -2.73  0.000
H 3.57 1.25 -1.23  0.000
H 3.07 2.91 -1.54  0.000
H 2.10 0.41 -3.07  0.000
H 1.78 2.04 -3.59  -0.001
H -1.48 1.96 -3.52  0.000
H -1.69 0.34 -2.92  0.000
H 0.38 1.17 -5.03  0.000
H -1.07 0.21 -5.27  0.000
H 0.27 -0.45 -4.33  0.000
H 0.35 3.71 -0.59  0.000
H -1.18 3.46 -1.41  0.000
H 1.46 4.24 -2.79  0.000
H 0.04 5.26 -2.56  -0.001
H -0.04 3.89 -3.65  0.000
C 2.65 -1.80 -1.62  0.000
C 1.22 -2.01 -1.95  0.003
N 0.13 -1.48 -1.40  -0.005
C -0.95 -2.03 -2.08  0.002
C -0.51 -2.89 -3.02  0.000
N 0.86 -2.86 -2.93  0.002
H 2.83 -0.78 -1.28  0.000
H 3.27 -1.99 -2.49  0.000
H 2.97 -2.49 -0.83  0.000
H -1.97 -1.80 -1.82  0.000
H -1.03 -3.51 -3.73  0.000
H 1.50 -3.40 -3.48  0.000
C 5.56 1.36 2.59  0.001
C 4.23 1.01 1.99  0.003
C 3.36 1.98 1.50  0.000
C 2.15 1.60 0.96  0.003
N 1.74 0.33 0.88  -0.009
C 2.57 -0.61 1.37  0.001
C 3.80 -0.31 1.91  -0.001
H 5.74 2.43 2.57  0.000
H 6.36 0.86 2.04  0.000
H 5.61 1.02 3.62  0.000
H 3.62 3.03 1.54  0.000
H 1.46 2.35 0.60  0.000
H 2.21 -1.63 1.35  0.000
H 4.41 -1.12 2.29  0.000

***

Number 4 is which compound? C29H39N8O4SSiW